1.
A structure of composition C47H134F3MgN9O20S, computed with ωB97M-V/def2-TZVPD.

Element x y z (Å)
Mg -2.45021 2.71526 -1.60619
C -4.98482 6.43839 -2.04712
F -3.98094 7.23045 -1.71254
F -5.54769 6.11987 -0.86396
F -5.85264 7.13160 -2.78417
S -4.56840 4.92019 -2.95199
O -4.23388 5.17949 -4.32444
O -3.40909 4.55844 -2.11013
O -5.70035 4.08718 -2.79804
C 0.36102 -0.14274 0.22797
C -0.29429 0.46537 -1.05674
C -0.22363 -0.64429 -2.16158
O -1.46703 1.06662 -0.83818
H 0.62837 0.68554 0.92611
H 1.29519 -0.64569 0.12302
H -0.35134 -0.83585 0.74380
H 0.42466 1.22521 -1.38499
H -0.41792 -0.18583 -3.13317
H -0.97637 -1.44034 -1.97019
H 0.78901 -1.02890 -2.18519
C 1.54465 1.71721 -7.83033
O 2.44667 1.58806 -6.75080
H 2.04679 2.31405 -8.64695
H 1.17698 0.74270 -8.26005
H 0.63257 2.21340 -7.48416
H 2.39454 0.67959 -6.39895
C 3.64657 -1.51364 -1.42990
O 3.28146 -0.21846 -1.66505
H 3.63235 -1.79534 -0.41028
H 2.97832 -2.23030 -1.89427
H 4.65956 -1.65878 -1.76533
H 3.93928 0.39830 -1.25656
C 3.38337 2.45020 -3.53507
O 2.29046 2.04159 -2.77810
H 3.07281 2.47561 -4.61337
H 3.61386 3.46776 -3.16579
H 4.30707 1.75214 -3.38694
H 2.38476 1.05603 -2.72055
C -1.88656 -5.61005 0.67707
O -2.99775 -5.69538 1.51776
H -1.94001 -6.35143 -0.12217
H -1.76164 -4.62493 0.13944
H -0.92938 -5.71441 1.18378
H -3.37485 -4.87879 1.83287
C -4.99709 -3.44059 -1.91143
O -3.57129 -3.44048 -1.74821
H -5.15973 -4.25921 -2.63912
H -5.31022 -3.70307 -0.91815
H -5.47106 -2.51986 -2.23815
H -3.14265 -3.44385 -2.58226
C -1.99398 -5.27163 -3.84516
O -1.66624 -3.87941 -3.77286
H -2.88851 -5.22046 -4.43278
H -1.17307 -5.84961 -4.28150
H -2.23133 -5.73059 -2.85976
H -0.77781 -3.82402 -3.43718
C 1.03440 -4.56096 -0.60868
O 2.40525 -4.49617 -0.97231
H 0.64846 -5.56755 -1.04060
H 0.86344 -4.63323 0.49629
H 0.53876 -3.74850 -1.10220
H 2.74998 -5.41171 -1.25407
C 0.30242 4.29773 -4.60686
C -0.97090 3.80060 -3.93711
C -1.58475 2.55306 -4.45148
O -2.72157 2.45669 -3.67469
C -3.57473 1.38320 -4.16848
N -0.64088 3.49269 -2.49396
H 0.86041 4.99558 -4.00264
H 0.04330 4.79451 -5.54898
H 0.94779 3.41185 -4.70650
H -1.69061 4.56976 -3.82120
H -0.78100 1.74652 -4.30291
H -1.93540 2.57200 -5.50070
H -3.67218 1.51716 -5.21671
H -4.56643 1.55124 -3.74202
H -3.20286 0.40800 -3.88804
H -0.29262 4.27487 -1.94330
H 0.14203 2.85382 -2.53789
C 7.55682 0.02422 -0.99926
C 6.87012 1.14560 -0.23053
C 7.27701 2.45378 -0.89650
O 8.70508 2.69456 -0.70224
C 9.06585 4.04038 -1.08423
N 5.36054 1.16418 -0.02899
H 8.61889 0.25303 -0.83066
H 7.27541 0.21925 -2.08904
H 7.36293 -1.01447 -0.72294
H 7.28866 1.15906 0.76994
H 6.68560 3.35298 -0.54595
H 7.05919 2.39846 -1.99027
H 8.76842 4.17022 -2.13506
H 10.12008 4.07497 -0.92434
H 8.55086 4.86088 -0.51290
H 5.07682 0.54459 0.68039
H 5.24346 2.07348 0.44392
C -1.23427 -5.59160 4.14576
C -1.94082 -4.21081 4.21744
C -3.39940 -4.28886 4.73313
O -3.29984 -4.84966 6.04929
C -4.45782 -5.39993 6.49347
N -1.22072 -3.33306 5.17464
H -1.48606 -6.08795 3.23622
H -1.54688 -6.13030 5.06904
H -0.19314 -5.38569 3.98922
H -1.92756 -3.73067 3.26443
H -3.98236 -4.92288 4.05410
H -3.89505 -3.33493 4.76867
H -5.03604 -6.03984 5.72678
H -5.13544 -4.66108 6.79423
H -4.14974 -6.05344 7.33833
H -0.28382 -3.18141 4.85460
H -1.26098 -3.70685 6.08782
C 2.52259 -0.92605 4.09832
C 2.13895 -1.40370 2.74813
C 3.15354 -2.28617 2.13459
O 4.26748 -1.50791 1.82558
C 5.54734 -1.85107 2.38995
N 0.87348 -2.17304 2.85501
H 2.61375 -1.78906 4.80590
H 1.84710 -0.16662 4.52562
H 3.54339 -0.51641 3.94289
H 1.97355 -0.57241 2.03450
H 2.72992 -2.60048 1.15253
H 3.41360 -3.17652 2.68767
H 6.13930 -0.93504 2.38989
H 6.13884 -2.50036 1.65523
H 5.34845 -2.25839 3.40681
H 0.43372 -2.43203 2.00544
H 0.16982 -1.67374 3.42949
C 5.25493 -1.03477 -4.86046
C 4.60957 -2.19565 -5.55600
C 3.63837 -1.93464 -6.71528
O 2.37019 -1.36378 -6.27715
C 1.64590 -2.19558 -5.32387
N 5.62014 -3.14358 -6.10466
H 6.23480 -1.33110 -4.40774
H 4.62154 -0.47457 -4.19460
H 5.51521 -0.24131 -5.53328
H 4.09038 -2.79049 -4.76963
H 3.48371 -2.89924 -7.24668
H 4.04728 -1.15389 -7.34582
H 0.61448 -1.99759 -5.55298
H 1.88959 -2.02321 -4.29612
H 1.93469 -3.22423 -5.45872
H 6.01608 -3.69013 -5.36672
H 6.36651 -2.56053 -6.53503
C -2.67245 -0.36504 2.78233
C -3.29727 -1.33596 1.80761
C -4.55253 -1.93091 2.41480
O -4.92434 -3.03883 1.57306
C -6.15772 -3.60487 2.03055
N -3.62202 -0.73739 0.52530
H -2.11048 -0.99608 3.44706
H -3.34884 0.28965 3.32844
H -1.87720 0.27322 2.38995
H -2.56835 -2.14345 1.71273
H -5.33357 -1.15127 2.51153
H -4.39636 -2.16519 3.47124
H -5.97059 -4.13594 2.91371
H -6.48797 -4.30478 1.28721
H -6.87182 -2.84027 2.21653
H -2.82641 -0.24933 0.16329
H -3.82726 -1.41812 -0.18219
C -5.01242 1.07672 8.87226
C -5.02919 1.28840 7.40670
C -3.69371 1.46820 6.80827
O -3.75051 1.65481 5.44239
C -2.69382 2.42684 4.85301
N -5.73330 0.19970 6.68379
H -4.43209 1.91080 9.28555
H -4.51853 0.16786 9.14731
H -6.04235 1.01548 9.22210
H -5.61529 2.15796 7.08722
H -3.02019 0.65601 7.07761
H -3.19161 2.33251 7.31613
H -1.74531 2.07158 5.22364
H -2.70996 3.47595 5.21089
H -2.83121 2.46503 3.80584
H -6.01881 -0.59146 7.24410
H -5.40589 -0.12027 5.80025
C -5.53741 2.39273 1.37719
C -4.48363 2.92823 0.44430
C -3.12871 2.95264 1.25177
O -2.15671 3.51919 0.43155
C -0.92652 3.56272 1.11210
N -4.36342 2.14915 -0.83789
H -6.54943 2.55560 0.94584
H -5.48360 2.98408 2.28912
H -5.43757 1.30349 1.58939
H -4.69909 3.98411 0.16843
H -2.86521 1.93549 1.57178
H -3.17948 3.60996 2.15111
H -1.02567 4.24422 1.98582
H -0.21360 3.96915 0.48916
H -0.68263 2.57551 1.49333
H -4.51080 1.19698 -0.66008
H -5.13622 2.42854 -1.38870
C 3.68511 5.60992 0.57302
C 3.20213 4.31146 -0.09981
C 2.87871 3.35250 1.04265
O 4.04203 3.02265 1.77563
C 3.94142 2.41670 3.01953
N 2.04750 4.57161 -0.93872
H 3.91493 6.31339 -0.26277
H 4.53246 5.36574 1.25053
H 2.82651 6.03153 1.09399
H 3.99363 3.89897 -0.71468
H 2.47641 2.35112 0.78941
H 2.11687 3.77443 1.72469
H 3.14007 2.74598 3.64598
H 4.88798 2.61123 3.54818
H 3.90315 1.33517 2.84877
H 1.75792 3.87352 -1.62225
H 1.97740 5.45426 -1.34696

Summary:
Charge ... 0
Highest occupied orbital energy ... -0.29084 Ha
Molar mass ... 1258.998 u
HOMO-LUMO gap ... 8.007 eV
E_tot ... -129700.6881 eV

=====

2.
A cluster of 4 separate species, H8O4 in total, computed with ωB97M-V/def2-TZVPD.

Element x y z (Å)
O 0.31725 -2.99284 0.81836
H -0.46915 -2.94286 1.37853
H 0.58748 -2.11281 0.83213
O 0.54153 1.92597 -2.36419
H 0.48015 2.06171 -3.29391
H 1.44296 1.71184 -2.05107
O 0.96367 -0.25869 1.01533
H 0.12410 0.14111 1.05796
H 1.56087 0.26607 0.52311
O -1.48613 0.87835 0.62147
H -2.14442 1.25510 1.16372
H -1.91831 0.06703 0.29855

Summary:
Charge ... 0
Highest occupied orbital energy ... -0.39574 Ha
Molar mass ... 72.060 u
HOMO-LUMO gap ... 11.190 eV
E_tot ... -8319.5825 eV

=====

3.
A cluster of 2 separate species, C5H12OS in total, computed with ωB97M-V/def2-TZVPD.

Element x y z (Å)
C -0.09091 1.59068 0.43493
C 0.24416 0.25897 -1.77774
C -1.36752 -0.52441 0.07316
C 1.13881 -0.58892 0.42498
C -0.03474 0.17722 -0.31295
O 1.46401 -1.83970 0.04551
S 2.61066 0.40217 0.24136
H -0.79939 2.19346 -0.11239
H 0.80144 2.20926 0.50464
H -0.41949 1.38788 1.52732
H 0.66831 1.29710 -2.00604
H -0.70071 0.18403 -2.39133
H 0.92304 -0.45980 -2.19765
H -1.34930 -0.60169 1.08714
H -2.15433 0.23816 0.12177
H -1.61495 -1.38950 -0.44455
H 0.58151 -0.89249 2.14366
H 0.99355 -2.61904 0.44362
H 3.47546 -0.64637 0.30006

Summary:
Charge ... 0
Highest occupied orbital energy ... -0.31508 Ha
Molar mass ... 120.217 u
HOMO-LUMO gap ... 8.972 eV
E_tot ... -18258.6246 eV

=====

4.
An isolated molecule of C5H9NO, computed with ωB97M-V/def2-TZVPD.

Element x y z (Å)
C -1.80724 -0.16426 -0.68240
C -1.09542 0.39622 0.54628
N -1.15274 -0.61664 1.62153
C 0.37961 0.67244 0.45147
C 1.24762 -0.02987 -0.25930
C 1.93259 -0.28802 -1.48471
O 2.60539 -0.15177 -0.20367
H -1.95432 0.58185 -1.46995
H -2.79092 -0.53300 -0.37192
H -1.25457 -1.01108 -1.10564
H -1.63164 1.29026 0.88825
H -0.79093 -0.19306 2.47625
H -0.42645 -1.28676 1.35704
H 0.80422 1.19232 1.30743
H 2.02555 -1.23278 -2.00428
H 2.03798 0.62153 -2.07004

Summary:
Charge ... 0
Highest occupied orbital energy ... -0.31273 Ha
Molar mass ... 99.133 u
HOMO-LUMO gap ... 9.377 eV
E_tot ... -8865.6363 eV

=====

5.
A structure of composition C36H40N4O4PS2Sn, computed with ωB97M-V/def2-TZVPD.

Element x y z (Å)
Sn 1.02733 1.03684 -0.52368
C 0.30942 -0.75594 -3.35246
N 0.69248 0.63968 -3.10431
C 1.88428 1.06344 -3.86141
C 3.09550 0.15312 -3.76722
C 3.48261 -0.21770 -2.33860
N 3.24241 0.87050 -1.41148
C 4.25388 1.55820 -1.00904
C 4.22168 2.70190 -0.14092
C 5.43692 3.20490 0.35451
C 5.47089 4.25243 1.23785
C 4.26183 4.82676 1.65647
C 3.05936 4.36647 1.17362
C 3.00314 3.31427 0.23796
O 1.85130 2.96045 -0.27870
C -0.42640 1.53296 -3.44259
C -0.27633 2.93667 -2.84984
C -1.28410 3.16641 -1.74893
N -0.84922 2.53512 -0.49467
C -1.53156 2.83458 0.54493
C -1.39277 2.37646 1.90579
C -2.37842 2.82108 2.81500
C -2.35964 2.46975 4.13537
C -1.30830 1.66174 4.61460
C -0.32481 1.22483 3.77122
C -0.32498 1.55246 2.38666
O 0.62313 1.09027 1.64315
H 0.15079 -0.94177 -4.42090
H -0.61288 -0.98676 -2.81652
H 1.08494 -1.43050 -2.99440
H 2.16252 2.05037 -3.48721
H 1.63116 1.17618 -4.92282
H 3.91747 0.69235 -4.24326
H 2.95143 -0.77092 -4.33096
H 4.52097 -0.56261 -2.32316
H 2.84587 -1.03793 -2.01587
H 5.25470 1.26013 -1.34322
H 6.36614 2.73947 0.03794
H 6.41523 4.62718 1.60867
H 4.27753 5.64215 2.36986
H 2.11547 4.80664 1.47506
H -1.33669 1.06776 -3.05846
H -0.52832 1.59146 -4.53106
H -0.40249 3.69508 -3.62007
H 0.72550 3.08296 -2.42888
H -2.24912 2.74283 -2.04094
H -1.43368 4.23599 -1.59272
H -2.37195 3.52198 0.40801
H -3.17994 3.45165 2.44456
H -3.13537 2.81516 4.80547
H -1.27785 1.39393 5.66417
H 0.50232 0.62228 4.12653
C 2.49418 -3.39354 -0.81623
P 1.61108 -2.03494 0.04736
C 2.79657 -1.59961 1.37187
C 0.31166 -2.93396 0.93260
C -0.37365 -3.97707 0.30949
C -1.32274 -4.70490 1.01133
C -1.61466 -4.37490 2.32806
C -0.96371 -3.31272 2.94168
C -0.00875 -2.58788 2.24755
H 2.59709 -4.23934 -0.13791
H 3.47894 -3.04700 -1.12787
H 1.94139 -3.71299 -1.70000
H 2.95319 -2.44527 2.04030
H 2.42445 -0.74303 1.93564
H 3.74228 -1.31687 0.90638
H -0.17186 -4.23265 -0.72492
H -1.85289 -5.50715 0.52002
H -2.35801 -4.94417 2.87297
H -1.19964 -3.04409 3.96492
H 0.48194 -1.74710 2.72723
O -3.73427 -4.15815 -2.01011
S -4.22234 -2.84043 -1.74051
O -5.04882 -2.18877 -2.70674
N -2.93693 -1.82587 -1.37446
C -3.05604 -1.37408 -0.17327
S -1.94657 -0.23771 0.47510
C -4.21127 -1.86515 0.62545
C -4.55231 -1.55990 1.93205
C -5.68178 -2.16834 2.46695
C -6.43835 -3.05812 1.70946
C -6.09343 -3.35694 0.39479
C -4.97325 -2.74449 -0.12216
H -3.94674 -0.87154 2.51339
H -5.97905 -1.94834 3.48479
H -7.30894 -3.52660 2.15049
H -6.69019 -4.03905 -0.19879

Summary:
Charge ... +1
Highest occupied orbital energy (spin up / spin down) ... -0.36469 / -0.38842 Ha
Molar mass ... 806.559 u
HOMO-LUMO gap (spin up / spin down) ... 4.520 / 5.831 eV
E_tot ... -88915.4659 eV